C7H11GaNP | wB97M-V/def2-TZVPD

Each line ends with the natural charge from an NBO analysis.
Positions of all 21 atoms, in Å:
Ga  0.0005  0.7499  2.6757  0.560
P  1.8153  -0.6680  2.9233  -0.023
N  -1.1251  -0.6719  1.8545  -0.564
C  1.7103  1.4730  -1.5979  -0.366
C  1.2294  0.6903  -2.6769  -0.352
C  -0.1060  1.1072  -2.9862  -0.331
C  -2.7610  -2.4644  0.9132  -0.747
C  0.6237  2.4124  -1.2207  -0.349
C  -0.4646  2.1679  -2.0963  -0.359
C  -1.8208  -1.4943  1.4042  0.530
H  -2.2851  -3.4565  0.8728  0.278
H  2.6828  1.4225  -1.1219  0.182
H  -0.7395  0.6881  -3.7644  0.187
H  2.6737  -0.2462  3.9961  0.068
H  -3.6337  -2.5085  1.5854  0.279
H  0.6841  3.1474  -0.4252  0.191
H  -1.4150  2.6959  -2.0793  0.189
H  1.5410  -2.0438  3.2338  0.047
H  1.7835  -0.0963  -3.1832  0.187
H  2.7023  -0.7206  1.7905  0.096
H  -3.0957  -2.1840  -0.0978  0.297

Summary:
HOMO-LUMO gap (alpha / beta) = 3.69 / 3.89 eV
Net charge = 0
Energy above the lowest of the compared OMol25 structures with the same formula, charge and spin = 0.000 eV